No. 1
A cluster of 3 separate species, C4H12ClO2 in total, computed with the ωB97M-V functional and the def2-TZVPD basis.

Output
- relative energy (zero: lowest compared OMol25 entry of this formula, charge and spin) (kcal per mole) = 48.6
- charge = -1
- frontier orbital gap (eV) = 8.56
- E_tot (Ha) = -770.2801
- HOMO level (eV) = -4.81

```
19
C4H12ClO2 (the ωB97M-V functional and the def2-TZVPD basis)
Cl -33.753 -7.872 42.929
C -36.006 -10.158 39.184
C -36.504 -9.515 40.469
O -35.950 -8.224 40.517
H -36.408 -11.069 39.105
H -34.984 -10.260 39.540
H -36.234 -9.652 38.394
H -36.259 -9.999 41.427
H -37.531 -9.443 40.456
H -35.080 -8.264 40.951
C -30.621 -3.594 43.262
C -31.785 -4.534 43.518
O -31.369 -5.792 43.096
H -30.523 -3.486 42.295
H -29.752 -4.113 43.716
H -30.841 -2.721 43.632
H -32.586 -4.126 42.827
H -32.125 -4.468 44.504
H -32.210 -6.486 42.910
```

***

No. 2
A structure of composition C27H29N5O6P3ReS3, computed with the ωB97M-V functional and the def2-TZVPD basis.

Output
- ⟨S²⟩ = 0.86
- relative energy (zero: lowest compared OMol25 entry of this formula, charge and spin) (kcal per mole) = 0.0
- charge = +1
- 2S+1 = 2
- frontier orbital gap (spin up / spin down) (eV) = 6.31 / 6.27
- E_tot (Ha) = -4068.4650
- HOMO level (spin up / spin down) (eV) = -10.84 / -11.04

```
74
C27H29N5O6P3ReS3 (the ωB97M-V functional and the def2-TZVPD basis)
Re 0.098 -0.452 0.675
S 2.312 -0.232 0.853
C 2.498 1.283 -0.041
N 3.607 1.898 -0.411
N 4.779 1.554 -0.006
C 5.170 0.792 1.139
C 6.159 -0.168 0.987
C 6.593 -0.873 2.099
C 6.042 -0.615 3.346
C 5.065 0.363 3.488
C 4.629 1.079 2.386
N 1.393 1.878 -0.526
N 0.278 1.291 -0.268
C -0.867 2.087 -0.622
C -0.915 3.409 -0.205
C -2.033 4.169 -0.506
C -3.078 3.614 -1.228
C -3.009 2.295 -1.655
C -1.906 1.520 -1.346
H 5.514 2.063 -0.480
H 6.577 -0.365 0.007
H 7.365 -1.623 1.990
H 6.383 -1.164 4.212
H 4.650 0.580 4.462
H 3.885 1.857 2.493
H -0.092 3.825 0.361
H -2.089 5.196 -0.171
H -3.951 4.210 -1.457
H -3.822 1.867 -2.225
H -1.846 0.489 -1.666
N -2.681 -2.538 3.342
C -2.427 -1.040 3.352
C -3.074 -0.421 4.581
P -3.106 -0.316 1.759
O -4.229 -1.406 1.399
O -3.632 1.018 2.023
O -1.978 -0.566 0.766
P -0.605 -0.851 3.409
O -0.179 -2.014 2.279
O -0.055 -1.170 4.724
O -0.251 0.373 2.557
H -3.687 -2.713 3.386
H -2.225 -2.987 4.140
H -2.327 -2.961 2.457
H -4.158 -0.555 4.546
H -2.895 0.652 4.571
H -2.669 -0.843 5.502
H -3.966 -1.977 0.659
H 0.563 -2.594 2.523
S -2.138 -4.012 0.450
P -0.450 -3.683 -0.498
S -0.058 -1.720 -1.225
C -0.302 -4.680 -1.996
C -0.077 -6.044 -1.810
C 0.016 -6.883 -2.906
C -0.119 -6.366 -4.189
C -0.350 -5.012 -4.373
C -0.444 -4.164 -3.278
C 1.020 -4.111 0.489
C 0.889 -4.821 1.681
C 2.013 -5.120 2.440
C 3.271 -4.718 2.005
C 3.405 -4.034 0.805
C 2.284 -3.729 0.047
H 0.022 -6.450 -0.810
H 0.194 -7.940 -2.762
H -0.046 -7.022 -5.045
H -0.462 -4.610 -5.371
H -0.632 -3.111 -3.437
H -0.097 -5.134 2.004
H 1.908 -5.671 3.365
H 4.145 -4.944 2.600
H 4.384 -3.729 0.459
H 2.393 -3.184 -0.883
```

***

No. 3
A structure of composition C14H12Cl2N5O6SSc, computed with the ωB97M-V functional and the def2-TZVPD basis.

Output
- relative energy (zero: lowest compared OMol25 entry of this formula, charge and spin) (kcal per mole) = 5.0
- frontier orbital gap (eV) = 6.85
- E_tot (Ha) = -3345.2972
- HOMO level (eV) = -7.31

```
41
C14H12Cl2N5O6SSc (the ωB97M-V functional and the def2-TZVPD basis)
Sc 0.095 -0.848 -0.952
Cl 0.871 1.756 3.212
C 0.291 0.135 3.241
C -0.044 -0.562 4.366
C -0.344 -1.930 4.293
Cl -0.471 -2.889 5.663
C -0.575 -2.537 3.004
C -0.982 -3.889 2.911
C -0.981 -4.454 1.682
C -0.565 -3.689 0.574
N -0.288 -2.360 0.689
C -0.203 -1.795 1.883
C 0.271 -0.480 1.954
O 0.648 0.056 0.847
H -0.109 -0.119 5.359
H -1.254 -4.440 3.780
H -1.282 -5.514 1.595
H -0.417 -4.118 -0.404
O 2.330 -0.610 -1.811
C 2.379 -1.828 -1.694
O 1.455 -2.542 -1.097
H 3.211 -2.456 -2.127
C 0.573 5.819 -1.046
C 0.830 4.465 -0.445
C 0.396 3.282 -1.257
N 0.421 2.077 -0.778
N -0.085 1.180 -1.655
C -0.304 1.679 -2.868
N -0.426 0.955 -3.986
S -0.121 3.424 -2.874
H 0.995 6.581 -0.427
H -0.474 5.998 -1.128
H 1.005 5.940 -2.042
H 0.301 4.281 0.523
H 1.900 4.206 -0.296
H -0.752 -0.011 -3.855
H -0.795 1.434 -4.821
O -2.783 -1.728 -3.401
N -1.934 -1.594 -2.518
O -2.178 -1.063 -1.349
O -0.603 -1.812 -2.744
```

***

No. 4
The molecule C7H6OS, computed with the ωB97M-V functional and the def2-TZVPD basis.

Output
- relative energy (zero: lowest compared OMol25 entry of this formula, charge and spin) (kcal per mole) = 162.6
- frontier orbital gap (spin up / spin down) (eV) = 8.10 / 8.10
- E_tot (Ha) = -743.4719
- HOMO level (spin up / spin down) (eV) = -8.94 / -8.94

```
15
C7H6OS (the ωB97M-V functional and the def2-TZVPD basis)
C -1.172 -0.197 -0.669
C -0.563 0.998 -1.065
C 0.606 -0.557 0.779
C 1.899 1.291 0.495
C -1.230 1.720 -2.082
C -0.646 -1.110 0.308
C 1.357 -1.226 1.877
O -0.817 2.714 -2.621
S 0.989 1.806 -0.724
H -2.005 -0.558 -1.102
H -2.274 1.381 -2.025
H -0.846 -2.154 0.409
H 1.400 -0.377 2.533
H 2.360 -1.627 1.529
H 0.941 -2.105 2.357
```

***

No. 5
A cluster of 2 separate species, C3H12N3S in total, computed with the ωB97M-V functional and the def2-TZVPD basis.

Output
- ⟨S²⟩ = 0.75
- relative energy (zero: lowest compared OMol25 entry of this formula, charge and spin) (kcal per mole) = 132.8
- charge = +2
- 2S+1 = 2
- frontier orbital gap (spin up / spin down) (eV) = 8.85 / 7.47
- E_tot (Ha) = -683.0590
- HOMO level (spin up / spin down) (eV) = -19.71 / -19.72

```
19
C3H12N3S (the ωB97M-V functional and the def2-TZVPD basis)
C 0.818 0.327 1.924
S 1.549 -1.276 1.500
C 2.049 -0.775 -0.165
H -0.174 0.253 1.522
H 1.363 1.158 1.430
H 0.817 0.358 3.018
H 2.188 -1.732 -0.715
H 1.261 -0.174 -0.704
H 3.008 -0.239 -0.145
N -2.463 0.499 -1.073
C -1.111 0.195 -0.770
N -0.130 1.589 -0.286
N -1.115 -1.209 -0.538
H -2.647 -0.018 -1.903
H -2.933 0.048 -0.327
H -0.183 2.031 -1.244
H -1.051 1.872 0.039
H -1.033 -1.659 -1.435
H -0.214 -1.248 -0.131
```

***

No. 6
A structure of composition B6CuF24, computed with the ωB97M-V functional and the def2-TZVPD basis.

Output
- ⟨S²⟩ = 2.01
- charge = -3
- 2S+1 = 3
- frontier orbital gap (spin up / spin down) (eV) = 10.46 / 3.38
- E_tot (Ha) = -4187.5514
- HOMO level (spin up / spin down) (eV) = -3.54 / -3.54

```
31
B6CuF24 (the ωB97M-V functional and the def2-TZVPD basis)
Cu -0.118 -0.032 -0.199
B -1.996 -1.073 -2.251
F -2.393 -2.390 -2.210
F -0.650 -0.960 -2.123
F -2.356 -0.418 -3.409
F -2.487 -0.475 -1.120
B -2.665 0.264 2.018
F -2.977 -0.570 3.070
F -1.557 -0.231 1.376
F -3.721 0.279 1.212
F -2.268 1.545 2.357
B 0.590 -2.451 1.299
F -0.183 -2.847 2.199
F 0.891 -1.069 1.309
F 1.775 -3.067 1.430
F 0.001 -2.726 0.121
B 1.714 1.865 2.050
F 1.919 1.275 0.828
F 1.151 1.007 2.949
F 3.028 2.227 2.373
F 0.890 2.999 1.834
B -0.376 2.633 -1.431
F -0.055 3.958 -1.131
F -1.029 2.542 -2.654
F 0.669 1.750 -1.391
F -1.256 2.273 -0.456
B 2.675 -1.272 -1.618
F 2.196 -2.500 -1.701
F 1.696 -0.406 -1.042
F 3.824 -1.353 -0.817
F 3.065 -0.776 -2.873
```

***

- What is the E_tot in the third record?
  -3345.2972 Ha

***

- Which of these has the highest E_tot?
  C3H12N3S

***

- Look up the E_tot of the third one.
  -3345.2972 Ha

***

Copy entry 4 word for word.
The molecule C7H6OS, computed with the ωB97M-V functional and the def2-TZVPD basis.

Output
- relative energy (zero: lowest compared OMol25 entry of this formula, charge and spin) (kcal per mole) = 162.6
- frontier orbital gap (spin up / spin down) (eV) = 8.10 / 8.10
- E_tot (Ha) = -743.4719
- HOMO level (spin up / spin down) (eV) = -8.94 / -8.94

```
15
C7H6OS (the ωB97M-V functional and the def2-TZVPD basis)
C -1.172 -0.197 -0.669
C -0.563 0.998 -1.065
C 0.606 -0.557 0.779
C 1.899 1.291 0.495
C -1.230 1.720 -2.082
C -0.646 -1.110 0.308
C 1.357 -1.226 1.877
O -0.817 2.714 -2.621
S 0.989 1.806 -0.724
H -2.005 -0.558 -1.102
H -2.274 1.381 -2.025
H -0.846 -2.154 0.409
H 1.400 -0.377 2.533
H 2.360 -1.627 1.529
H 0.941 -2.105 2.357
```